Here is a 2-piece molecular cluster, C8H7F5 overall in a non-equilibrium geometry from the OMol25 dataset. Energies are from ωB97M-V/def2-TZVPD.

Geometry (Å):
C  -3.639  -0.767  -0.195
C  -2.722  0.073  -0.594
C  -1.260  -0.210  -0.975
C  -0.532  0.590  -0.015
F  -0.458  0.058  1.239
C  0.289  1.600  -0.274
F  0.924  2.237  0.705
F  0.178  2.198  -1.461
H  -4.502  -0.319  0.108
H  -3.398  -1.752  -0.354
H  -3.056  1.059  -0.598
H  -1.169  -1.321  -1.048
H  -1.146  0.058  -1.939
C  3.317  0.164  1.858
C  2.851  -0.464  0.840
C  2.603  -1.174  -0.245
F  2.422  -2.459  -0.301
F  2.108  -0.576  -1.379
H  4.331  0.691  1.874
H  2.860  0.313  2.755

Properties
* DFT total energy: -808.1694 Eh
* structure (SMILES): C=CCC(F)=C(F)F.C=C=C(F)F
* F_max: 4.40 eV/Å
* orbital gap: 10.1245 eV
* HOMO level: -0.344 Eh
* energy relative to the best compared isomer or geometry (same formula, charge and spin): 84.1 kcal per mole

Results of the Mulliken charge analysis, in e, for atoms 1 through 5: -0.884, -0.168, -0.587, 0.468, -0.328